No. 1
{
  "formula": "C25H72F3N6O9S",
  "method": "wB97M-V/def2-TZVPD",
  "e_homo_ev": -18.433,
  "de_lowest_kcal_mol": 93.7,
  "energy_ha": -2697.29786,
  "charge": 5,
  "lumo_ev": -11.3,
  "orbital_gap_ev": 7.098,
  "elements": ["C", "C", "C", "O", "C", "N", "H", "H", "H", "H", "H", "H", "H", "H", "H", "H", "H", "H", "C", "C", "C", "O", "C", "N", "H", "H", "H", "H", "H", "H", "H", "H", "H", "H", "H", "H", "C", "C", "C", "O", "C", "N", "H", "H", "H", "H", "H", "H", "H", "H", "H", "H", "H", "H", "C", "C", "C", "O", "C", "N", "H", "H", "H", "H", "H", "H", "H", "H", "H", "H", "H", "H", "C", "C", "C", "O", "C", "N", "H", "H", "H", "H", "H", "H", "H", "H", "H", "H", "H", "H", "C", "C", "C", "O", "C", "N", "H", "H", "H", "H", "H", "H", "H", "H", "H", "H", "H", "H", "C", "F", "F", "F", "S", "O", "O", "O"],
  "coordinates": [[6.4028, -1.0750, -0.3413], [4.9936, -0.8778, -0.9526], [4.9546, -1.5623, -2.3523], [3.6533, -1.3002, -2.8149], [3.3769, -2.0430, -4.0210], [3.9099, -1.3174, 0.0110], [3.8274, -2.3234, -0.0247], [3.9119, -1.0597, 0.9876], [3.1104, -0.9262, -0.4663], [7.1407, -0.9110, -1.1267], [6.5518, -2.0169, 0.1865], [6.5931, -0.3362, 0.4372], [4.8109, 0.1966, -0.9723], [5.1594, -2.6325, -2.3831], [5.7108, -1.0502, -2.9473], [2.8306, -1.3445, -4.6548], [2.7540, -2.9028, -3.7745], [4.1944, -2.2571, -4.7095], [2.0577, 3.0371, 1.9622], [3.2564, 2.4110, 1.3792], [3.7420, 2.9817, 0.0521], [4.9400, 2.3079, -0.4203], [5.5658, 2.9339, -1.4646], [4.4541, 2.4613, 2.3453], [5.3273, 2.5111, 1.8403], [4.4761, 3.2627, 2.9595], [4.5703, 1.6569, 2.9450], [1.1493, 2.8485, 1.3901], [2.1478, 4.1176, 2.0738], [1.9466, 2.6262, 2.9657], [3.1742, 1.3443, 1.1710], [3.9690, 4.0370, 0.2040], [2.8981, 2.9428, -0.6367], [5.0710, 2.9318, -2.4358], [6.5713, 2.5167, -1.5203], [5.8221, 3.9616, -1.2072], [3.0470, 1.5382, -4.4941], [1.6539, 2.0523, -4.9849], [1.7565, 2.8164, -6.3348], [0.4076, 3.0188, -6.8495], [0.3952, 3.8147, -8.0934], [0.6707, 0.8670, -5.0806], [0.9473, 0.2680, -5.8453], [0.5140, 0.4246, -4.1862], [-0.2434, 1.1430, -5.4100], [2.9663, 1.0489, -3.5235], [3.6106, 2.4695, -4.4375], [3.6347, 0.8584, -5.1112], [1.0669, 2.5328, -4.2022], [2.2960, 2.1802, -7.0365], [2.3238, 3.7404, -6.2235], [-0.4410, 3.5532, -8.7419], [1.2163, 3.4800, -8.7275], [0.4680, 4.8661, -7.8153], [-8.1017, -2.5596, -1.6508], [-7.0976, -3.4183, -0.8342], [-5.7386, -2.6506, -0.5440], [-4.7321, -3.4621, 0.0669], [-3.7257, -2.7460, 0.7918], [-7.6640, -3.8796, 0.5700], [-7.9469, -3.0554, 1.0806], [-8.4176, -4.5494, 0.5098], [-7.0233, -4.4329, 1.1208], [-8.9698, -2.9251, -2.1993], [-7.5677, -1.9999, -2.4187], [-8.4897, -1.7498, -1.0328], [-6.8146, -4.3217, -1.3745], [-6.1042, -1.7306, -0.0879], [-5.3644, -2.2115, -1.4688], [-2.9526, -3.4311, 1.1398], [-4.2471, -2.3589, 1.6672], [-3.4098, -1.8440, 0.2675], [-3.0045, 1.9560, 4.2030], [-4.0319, 2.9282, 3.7046], [-4.5084, 2.5621, 2.2090], [-5.5458, 3.3734, 1.7233], [-5.7874, 3.2450, 0.3256], [-5.2563, 2.9622, 4.6191], [-5.8934, 3.4935, 4.0430], [-5.6693, 2.0652, 4.8308], [-5.1641, 3.5333, 5.4471], [-2.7037, 2.2466, 5.2096], [-2.1086, 1.9971, 3.5834], [-3.3570, 0.9246, 4.1974], [-3.7274, 3.9740, 3.6644], [-4.7246, 1.4981, 2.1131], [-3.5645, 2.6069, 1.6657], [-6.7069, 3.7861, 0.1022], [-5.9156, 2.1786, 0.1402], [-4.9219, 3.4582, -0.3018], [1.6390, -4.9140, 6.4978], [1.2775, -4.4644, 5.0703], [0.1588, -3.4282, 4.9200], [-0.2647, -3.3677, 3.5451], [-0.1360, -2.0707, 2.9394], [2.5192, -4.1845, 4.2050], [2.3268, -4.0382, 3.2244], [2.9835, -3.3192, 4.4410], [3.1387, -4.9820, 4.1868], [2.3476, -4.2700, 7.0186], [2.0411, -5.9267, 6.5275], [0.7970, -4.7652, 7.1738], [0.9987, -5.3670, 4.5265], [0.4237, -2.4197, 5.2377], [-0.7365, -3.6715, 5.4921], [-0.8271, -1.9622, 2.1034], [0.8880, -1.7963, 2.6861], [-0.4039, -1.3325, 3.6953], [-1.2379, 0.6609, -0.3926], [-1.0379, 1.3958, 0.6909], [-1.5194, -0.5790, -0.0797], [-2.2784, 1.1507, -1.0601], [0.4041, 0.5736, -1.4277], [1.4749, 0.2708, -0.4778], [0.1009, -0.4248, -2.4455], [0.5651, 1.9464, -1.9676]],
  "forces_ev_per_a": [[-0.62, 0.47, 0.44], [2.83, -0.09, 0.69], [-1.22, 1.12, 1.36], [0.45, -0.69, -0.88], [-1.15, 1.04, -0.47], [0.01, -1.13, -1.56], [-0.12, -0.54, -0.06], [0.53, 0.60, 0.00], [-1.62, 0.26, 0.11], [0.09, -0.27, 0.19], [0.00, -0.38, -0.56], [-0.01, 0.32, -0.08], [0.04, -0.08, -0.79], [0.21, -0.16, 0.48], [0.14, 0.04, -0.08], [-0.63, -0.15, 0.17], [0.25, -0.09, -0.23], [0.69, -0.38, 0.82], [-0.63, 0.34, 0.86], [2.00, -1.10, -1.49], [0.48, 0.55, -0.07], [-2.68, -0.81, 2.36], [2.19, 1.52, -0.97], [0.14, 0.21, 0.14], [0.50, 0.03, -0.86], [-0.36, 0.66, 0.30], [-0.38, -0.38, 0.30], [0.21, -0.20, -0.10], [0.17, 0.08, -0.11], [-0.42, 0.02, 0.11], [-0.54, -0.13, 0.30], [0.17, 0.29, -0.12], [0.05, -0.29, -0.32], [-0.28, -0.32, 0.15], [-0.15, -0.49, -0.43], [-0.43, 0.42, -0.04], [-1.00, 0.89, 0.12], [-0.27, -0.89, -0.06], [-1.87, -0.78, -0.06], [1.01, 0.08, -0.02], [0.66, -0.94, 0.42], [0.40, 0.59, -1.88], [0.44, -0.94, 0.14], [0.31, -0.77, 0.67], [-0.51, 0.96, -0.08], [-0.04, 0.29, 0.15], [0.33, -0.14, 0.36], [-0.51, 0.09, -0.60], [1.01, 1.11, 0.05], [0.23, -0.07, -0.18], [-0.13, 0.14, 0.22], [-0.56, 0.22, 0.81], [0.52, 0.34, 0.22], [-0.13, -0.08, -0.36], [0.45, 1.06, 0.66], [1.09, -0.42, -0.29], [-1.00, -0.11, -0.72], [-1.02, 0.25, -0.27], [-1.64, 0.54, 0.45], [0.39, 0.04, -1.50], [-0.32, 0.15, 0.37], [-1.03, 0.16, -0.54], [1.15, 0.26, 0.15], [0.23, -1.07, 0.48], [0.46, -0.26, -0.03], [-0.10, 0.03, 0.34], [-0.34, -0.24, 0.24], [0.57, 0.16, 1.44], [0.02, -0.57, -0.51], [0.00, 0.09, -0.54], [0.21, 0.10, 0.55], [0.52, -0.44, -0.36], [0.42, 0.29, 0.28], [-1.32, -0.35, -1.82], [0.71, 0.14, 1.09], [0.96, 0.25, 1.15], [-0.01, -1.25, 0.08], [0.27, 0.68, -1.20], [-1.07, 0.14, -0.34], [-0.08, -0.39, 0.16], [0.43, -0.06, 0.69], [0.07, -0.22, 0.09], [-0.07, 0.08, -0.08], [-0.16, 0.04, 0.07], [0.32, -0.12, 0.16], [-0.62, -0.38, 0.37], [0.13, 0.68, -0.47], [0.42, 0.08, -0.14], [-0.59, -0.27, -0.17], [0.02, 0.90, 0.18], [0.40, 1.03, 0.12], [-0.45, -1.48, 0.02], [0.03, 0.42, -1.12], [0.66, 0.36, -0.41], [-0.47, -0.05, 1.29], [-0.33, 1.12, -0.04], [-1.05, -0.18, -0.51], [0.70, 0.04, 0.81], [0.60, -0.30, 0.66], [0.48, 0.21, -0.42], [-0.32, 0.03, 0.03], [-0.40, -0.64, -0.35], [-0.91, -0.02, 0.25], [0.46, 0.03, 0.25], [0.36, -0.58, 0.30], [0.31, -0.31, -0.05], [0.30, -0.33, -0.49], [-0.32, 0.28, -0.04], [1.65, 0.29, -1.92], [-0.09, 0.19, 0.70], [-0.37, -1.10, 0.94], [0.36, 0.17, -0.02], [-0.58, 2.83, -1.38], [-0.18, -0.79, 0.45], [0.33, 0.20, 0.69], [-0.40, -1.81, 0.77]],
  "lowdin_charge": [-0.02, -0.28, -0.16, -0.21, -0.05, 0.23, 0.17, 0.15, 0.09, 0.10, 0.09, 0.07, 0.12, 0.15, 0.15, 0.06, 0.10, 0.11, -0.02, -0.32, -0.13, -0.21, -0.10, 0.25, 0.16, 0.18, 0.17, 0.09, 0.11, 0.10, 0.12, 0.15, 0.14, 0.09, 0.11, 0.11, -0.03, -0.25, -0.15, -0.21, -0.03, 0.23, 0.16, 0.09, 0.16, 0.06, 0.08, 0.09, 0.13, 0.13, 0.14, 0.10, 0.09, 0.10, -0.02, -0.22, -0.19, -0.17, -0.08, 0.25, 0.16, 0.17, 0.16, 0.10, 0.09, 0.08, 0.15, 0.12, 0.14, 0.10, 0.08, 0.07, -0.05, -0.26, -0.19, -0.17, -0.05, 0.25, 0.15, 0.18, 0.18, 0.10, 0.08, 0.09, 0.16, 0.12, 0.12, 0.11, 0.08, 0.10, -0.01, -0.27, -0.15, -0.19, -0.08, 0.23, 0.15, 0.16, 0.18, 0.09, 0.10, 0.10, 0.15, 0.13, 0.15, 0.08, 0.07, 0.08, -0.67, 0.12, 0.12, 0.15, 0.54, -0.36, -0.32, -0.33]
}



No. 2
{
  "formula": "C25H72F3N6O9S",
  "method": "wB97M-V/def2-TZVPD",
  "e_homo_ev": -19.821,
  "de_lowest_kcal_mol": 119.2,
  "energy_ha": -2697.25723,
  "charge": 5,
  "lumo_ev": -10.9,
  "orbital_gap_ev": 8.921,
  "elements": ["C", "C", "C", "O", "C", "N", "H", "H", "H", "H", "H", "H", "H", "H", "H", "H", "H", "H", "C", "C", "C", "O", "C", "N", "H", "H", "H", "H", "H", "H", "H", "H", "H", "H", "H", "H", "C", "C", "C", "O", "C", "N", "H", "H", "H", "H", "H", "H", "H", "H", "H", "H", "H", "H", "C", "C", "C", "O", "C", "N", "H", "H", "H", "H", "H", "H", "H", "H", "H", "H", "H", "H", "C", "C", "C", "O", "C", "N", "H", "H", "H", "H", "H", "H", "H", "H", "H", "H", "H", "H", "C", "C", "C", "O", "C", "N", "H", "H", "H", "H", "H", "H", "H", "H", "H", "H", "H", "H", "C", "F", "F", "F", "S", "O", "O", "O"],
  "coordinates": [[-3.5960, -1.4911, 1.2585], [-5.1309, -1.2455, 0.9730], [-5.5762, -1.4701, -0.4825], [-6.9741, -1.1034, -0.5591], [-7.6889, -1.6417, -1.6567], [-5.9973, -2.1609, 1.8731], [-6.8496, -2.5532, 1.4992], [-5.4552, -2.9849, 2.0905], [-6.4207, -1.7341, 2.6848], [-3.1659, -2.3903, 0.8174], [-3.3964, -1.4286, 2.3283], [-3.0378, -0.6173, 0.9224], [-5.4482, -0.2571, 1.3052], [-5.5107, -2.5255, -0.7472], [-4.9566, -0.9169, -1.1883], [-7.1402, -1.5146, -2.5899], [-8.6001, -1.0632, -1.8086], [-7.9732, -2.6900, -1.5648], [-0.3049, -1.8037, 3.7881], [0.2348, -3.1924, 4.0975], [-0.6979, -3.8821, 5.0977], [-0.5261, -5.2999, 5.1740], [-1.4821, -6.0162, 5.9995], [0.1748, -4.0119, 2.7372], [0.1760, -5.0053, 2.9198], [-0.7211, -3.9239, 2.2791], [0.8858, -3.7856, 2.0565], [-0.5041, -1.2080, 4.6789], [-1.2617, -1.8627, 3.2693], [0.4101, -1.2459, 3.1834], [1.2899, -3.1966, 4.3711], [-1.7410, -3.5677, 5.1326], [-0.4767, -3.6158, 6.1313], [-2.4638, -6.0419, 5.5265], [-1.6109, -5.5745, 6.9876], [-1.1988, -7.0518, 6.1874], [-0.8181, 0.4057, -6.0866], [0.0065, 1.5801, -5.5796], [-0.6653, 2.3216, -4.4211], [0.1610, 3.4041, -4.0692], [-0.0711, 3.8885, -2.7211], [1.3640, 1.1216, -5.2312], [1.3794, 0.4787, -4.4524], [1.6897, 0.6061, -6.0364], [1.9749, 1.9010, -5.0329], [-0.3350, -0.2753, -6.7872], [-1.7534, 0.7506, -6.5275], [-0.9954, -0.2136, -5.2073], [0.1819, 2.3048, -6.3747], [-0.8102, 1.5984, -3.6185], [-1.6576, 2.6163, -4.7627], [-0.0703, 3.1096, -1.9587], [-1.0259, 4.4137, -2.6945], [0.7201, 4.6166, -2.5426], [-1.4153, 4.3288, 1.6839], [-2.5536, 3.2852, 1.6057], [-3.0540, 2.9559, 0.1491], [-4.0761, 1.9156, 0.1548], [-5.3739, 2.4396, 0.4076], [-2.0146, 2.0150, 2.3152], [-2.7598, 1.3537, 2.4808], [-1.4675, 1.5854, 1.5830], [-1.4847, 2.1032, 3.1705], [-0.9534, 4.5750, 2.6400], [-1.8235, 5.3059, 1.4253], [-0.5921, 4.1279, 0.9982], [-3.3663, 3.4867, 2.3035], [-2.1954, 2.5810, -0.4080], [-3.2268, 3.8746, -0.4114], [-6.0549, 1.5978, 0.5325], [-5.6597, 2.8581, -0.5574], [-5.5384, 3.2329, 1.1368], [4.8012, 3.8330, 1.3424], [4.4868, 2.3001, 1.3731], [4.6884, 1.6160, 2.8010], [4.4139, 0.3032, 2.6759], [4.5565, -0.4761, 3.8825], [2.9950, 2.0346, 0.8359], [2.8981, 2.5900, -0.0021], [2.7579, 1.0736, 0.6351], [2.4253, 2.3904, 1.5902], [4.1510, 4.4180, 1.9928], [4.6628, 4.3415, 0.3883], [5.8450, 4.0557, 1.5636], [5.0910, 1.8198, 0.6035], [3.9616, 1.9642, 3.5350], [5.7269, 1.6834, 3.1250], [4.0420, -0.0509, 4.7443], [5.6241, -0.4963, 4.1013], [4.2643, -1.5109, 3.7041], [5.0131, -0.9551, -0.8125], [4.5309, -0.9772, -2.2932], [5.6197, -0.5873, -3.2871], [5.1922, -0.8783, -4.6306], [5.0673, 0.2846, -5.4404], [3.8861, -2.3756, -2.6482], [3.1001, -2.5207, -2.0308], [3.5857, -2.3986, -3.6122], [4.5701, -3.0946, -2.4604], [5.3970, -1.9000, -0.4280], [4.2143, -0.7010, -0.1158], [5.8469, -0.2612, -0.7060], [3.6637, -0.3496, -2.4988], [6.4624, -1.2390, -3.0560], [6.0648, 0.3782, -3.0467], [4.4092, 0.0514, -6.2774], [6.0518, 0.4607, -5.8739], [4.7231, 1.1748, -4.9140], [0.2301, -0.5889, -1.7327], [-1.0625, -0.6720, -2.1264], [0.7798, -1.6966, -2.1930], [0.8128, 0.5013, -2.2726], [0.3487, -0.4970, 0.1555], [1.8002, -0.5331, 0.4488], [-0.1355, 0.8638, 0.3297], [-0.4939, -1.5548, 0.7517]],
  "forces_ev_per_a": [[-1.28, 0.97, 0.17], [0.10, -0.25, -0.12], [-1.56, -0.18, 0.25], [1.42, 0.04, 1.00], [-0.37, 0.19, -1.21], [0.23, -0.50, -0.41], [-0.51, 0.09, -1.55], [0.22, -0.26, 0.75], [0.70, 0.49, 0.88], [-0.23, 0.04, 0.01], [-0.24, -0.56, 0.26], [-0.16, -0.12, -0.69], [0.33, 0.07, -0.26], [0.34, -0.30, 0.04], [0.05, 0.28, 0.10], [0.27, -0.08, -0.03], [0.04, 0.03, 0.43], [0.22, -0.11, 0.37], [0.35, 0.35, -0.01], [-1.29, -0.55, -0.71], [0.29, -1.52, 2.44], [-0.07, -0.21, -1.22], [-0.44, 0.32, 0.13], [-0.51, 0.14, 1.08], [0.62, -0.81, 0.69], [-0.45, 0.72, -0.20], [0.36, 0.25, -0.05], [0.26, -0.32, 0.32], [0.10, -0.13, -0.17], [-0.13, 0.01, -0.09], [-0.20, -0.18, 0.16], [-0.45, -0.07, -1.31], [0.85, 1.09, 0.01], [-0.03, 0.14, -0.21], [0.26, 0.37, 0.00], [0.59, 0.23, -0.49], [0.16, -0.19, 0.76], [-1.33, 0.94, -1.03], [0.38, -0.51, -0.64], [0.06, -0.54, 1.18], [0.03, 0.60, -1.11], [0.19, -0.38, 0.01], [-0.13, -0.16, 0.46], [0.59, -0.11, -0.44], [0.31, 0.47, 0.08], [0.25, 0.42, -0.32], [0.06, -0.10, 0.14], [-0.60, -0.21, 0.06], [-0.06, 0.06, -0.10], [0.00, 0.09, 0.42], [-0.08, 0.26, -0.04], [0.14, -0.35, -0.11], [-0.09, 0.03, 0.06], [-0.08, -0.09, 0.10], [-0.60, 0.62, -0.50], [0.36, 0.41, 1.20], [0.67, -1.25, 1.16], [1.99, 1.40, 1.03], [-1.14, 0.10, -1.95], [-0.64, -0.48, -1.74], [-0.54, -0.10, 0.13], [1.16, -0.74, -0.24], [0.20, 0.66, 0.20], [-0.36, -0.74, 0.45], [-0.12, -0.03, -0.40], [-0.14, -0.23, -0.24], [-0.24, 0.87, -0.52], [0.10, -0.64, 0.11], [-1.04, 0.20, 0.39], [0.10, 0.09, 0.40], [-0.47, 0.34, 0.06], [0.61, -0.29, 0.47], [-0.75, -0.28, -0.05], [0.27, 0.45, 0.36], [-0.26, 1.19, -1.16], [-1.37, -3.40, -0.85], [1.07, 0.32, -0.40], [2.29, 1.26, 1.25], [-0.31, 0.34, -0.13], [-0.14, -0.95, 0.20], [-0.70, 0.09, -0.08], [0.16, -0.22, 0.52], [-0.13, -0.59, -0.51], [-0.05, -0.40, 0.42], [0.12, -0.26, 0.33], [0.27, 1.23, 0.24], [0.13, 1.05, 0.08], [-0.26, 0.13, -0.13], [0.08, -0.06, 0.33], [-0.26, 0.28, -0.23], [-0.46, -0.06, -0.47], [-0.57, -0.05, 0.23], [0.43, -2.20, -0.21], [-0.46, 0.75, 1.78], [0.70, -0.25, -0.92], [1.29, 1.38, 0.83], [-0.35, -0.12, 0.18], [0.14, -0.08, -0.59], [0.32, -0.61, -0.22], [0.10, -0.27, -0.46], [-0.01, 0.19, -0.13], [-0.12, 0.13, -0.07], [-0.05, 0.38, 0.46], [0.26, -0.35, -0.27], [-0.66, 0.50, -0.47], [-0.09, -0.07, 0.08], [-0.06, 0.47, -0.05], [-0.05, -0.01, 0.26], [-1.75, -0.62, 1.03], [0.84, 0.82, 0.37], [1.15, -0.31, -0.41], [-0.02, -0.61, 0.01], [0.36, -0.06, 0.81], [-1.33, -0.88, -0.67], [-0.73, 0.25, 0.31], [1.60, 1.35, -1.42]],
  "lowdin_charge": [-0.03, -0.24, -0.16, -0.20, -0.08, 0.25, 0.17, 0.16, 0.18, 0.09, 0.07, 0.05, 0.12, 0.14, 0.14, 0.10, 0.11, 0.10, -0.06, -0.21, -0.19, -0.20, -0.04, 0.25, 0.15, 0.15, 0.16, 0.11, 0.06, 0.07, 0.16, 0.13, 0.15, 0.09, 0.10, 0.11, 0.00, -0.32, -0.19, -0.16, -0.05, 0.24, 0.13, 0.17, 0.17, 0.10, 0.12, 0.08, 0.17, 0.10, 0.15, 0.06, 0.10, 0.10, -0.02, -0.24, -0.13, -0.20, -0.07, 0.22, 0.14, 0.08, 0.17, 0.09, 0.11, 0.08, 0.15, 0.11, 0.15, 0.08, 0.11, 0.11, -0.02, -0.19, -0.21, -0.23, -0.04, 0.24, 0.15, 0.06, 0.15, 0.09, 0.08, 0.11, 0.13, 0.14, 0.15, 0.10, 0.10, 0.09, -0.01, -0.26, -0.17, -0.17, -0.08, 0.26, 0.14, 0.16, 0.17, 0.10, 0.05, 0.10, 0.12, 0.15, 0.15, 0.09, 0.11, 0.08, -0.63, 0.13, 0.14, 0.10, 0.55, -0.35, -0.35, -0.32]
}